No. 1
The following is a DFT calculation (wB97M-V/def2-TZVPD) of a single C19H20N2OS2 molecule.

The energy relative to the best compared isomer or geometry (same formula, charge and spin) comes out at 10.83 kcal per mole. The charge is 0. As for the spin multiplicity: 1. For the strongest force on any atom, the calculation gives 0.96 eV Å⁻¹. Its structure (SMILES) is Cc1cccc(NC(=S)N(Cc2ccco2)[C@H](C)c2cccs2)c1. As for the molecular weight: 356.52 g/mol. The LUMO energy is 0.6 eV. The energy is -1717.1317 a.u.

Geometry (Å):
C1 -1.631 2.693 1.534
C2 -2.364 1.713 0.669
C3 -3.491 2.112 -0.043
C4 -4.189 1.202 -0.816
C5 -3.768 -0.112 -0.903
C6 -2.630 -0.519 -0.213
N1 -2.238 -1.861 -0.303
C7 -1.053 -2.415 0.107
S1 -1.122 -3.879 0.881
N2 0.106 -1.781 -0.194
C8 1.341 -2.237 0.412
C9 1.959 -1.165 1.251
C10 3.261 -0.807 1.442
C11 3.246 0.268 2.364
C12 1.939 0.482 2.663
O1 1.152 -0.384 2.000
C13 0.219 -0.948 -1.399
C14 0.378 -1.844 -2.630
C15 1.336 0.038 -1.274
C16 1.279 1.280 -0.719
C17 2.515 1.960 -0.750
C18 3.494 1.233 -1.342
S2 2.929 -0.296 -1.878
C19 -1.940 0.397 0.579
H1 -2.286 3.062 2.322
H2 -0.762 2.231 1.995
H3 -1.305 3.553 0.948
H4 -3.826 3.137 0.021
H5 -5.070 1.517 -1.355
H6 -4.315 -0.826 -1.500
H7 -3.002 -2.525 -0.283
H8 1.091 -3.105 1.035
H9 2.060 -2.557 -0.347
H10 4.121 -1.252 0.984
H11 4.092 0.803 2.743
H12 1.456 1.186 3.312
H13 -0.708 -0.375 -1.499
H14 0.422 -1.233 -3.528
H15 -0.468 -2.523 -2.706
H16 1.291 -2.432 -2.566
H17 0.379 1.693 -0.302
H18 2.664 2.946 -0.348
H19 4.519 1.499 -1.506
H20 -1.081 0.068 1.143


No. 2
The following is a DFT calculation (wB97M-V/def2-TZVPD) of a 3-piece molecular cluster, C19H20N3O5 overall in a non-equilibrium geometry.

The charge is +1. As for the spin multiplicity: 1. For the strongest force on any atom, the calculation gives 1.09 eV Å⁻¹. As for the molecular weight: 370.38 g/mol. The LUMO energy is -4.4 eV. The energy is -1276.0601 a.u.

Geometry (Å):
O1 -0.960 -1.508 4.073
C1 -0.798 -2.398 2.969
C2 -0.647 -1.526 1.724
C3 0.486 -0.560 1.946
C4 1.806 -1.013 1.925
C5 2.858 -0.130 2.142
C6 2.578 1.172 2.389
N1 1.310 1.594 2.420
C7 0.261 0.775 2.198
H1 -0.680 -1.943 4.881
H2 -1.658 -3.053 2.869
H3 0.115 -2.974 3.120
H4 -1.559 -0.950 1.615
H5 -0.471 -2.122 0.838
H6 2.003 -2.057 1.741
H7 3.880 -0.464 2.121
H8 3.367 1.884 2.563
H9 1.107 2.563 2.628
H10 -0.741 1.164 2.238
C8 -7.006 0.252 0.032
C9 -6.189 -0.563 0.804
C10 -4.938 -0.933 0.338
C11 -4.526 -0.473 -0.901
C12 -5.328 0.335 -1.687
C13 -6.578 0.697 -1.212
N2 -3.196 -0.849 -1.399
O2 -2.506 -1.571 -0.696
O3 -2.849 -0.417 -2.474
H11 -7.982 0.539 0.400
H12 -6.528 -0.914 1.769
H13 -4.302 -1.574 0.929
H14 -4.989 0.675 -2.654
H15 -7.218 1.327 -1.813
C14 3.201 1.017 -1.243
C15 4.565 0.814 -1.027
C16 5.448 0.845 -2.094
C17 4.962 1.095 -3.360
C18 3.619 1.307 -3.597
C19 2.739 1.263 -2.529
N3 5.908 1.146 -4.491
O4 7.076 0.934 -4.248
O5 5.451 1.395 -5.585
H16 2.529 0.973 -0.397
H17 4.934 0.627 -0.027
H18 6.504 0.684 -1.935
H19 3.259 1.497 -4.597
H20 1.683 1.418 -2.704


No. 3
The following is a DFT calculation (wB97M-V/def2-TZVPD) of a single C19H20N4O2S3 molecule in a non-equilibrium geometry.

The energy relative to the best compared isomer or geometry (same formula, charge and spin) comes out at 0.00 kcal per mole. The charge is 0. As for the spin multiplicity: 1. For the strongest force on any atom, the calculation gives 1.07 eV Å⁻¹. Its structure (SMILES) is CCn1c(SCC(=O)Nc2nc3ccc(C)cc3s2)nc2c(c1=O)S[C@@H](C)C2. As for the molecular weight: 432.60 g/mol. The LUMO energy is 0.5 eV. The energy is -2300.1631 a.u.

Geometry (Å):
C1 -1.720 1.725 1.660
C2 -2.640 1.624 0.450
N1 -1.949 1.070 -0.702
C3 -1.912 -0.260 -0.935
S1 -2.612 -1.354 0.230
C4 -2.061 -2.962 -0.430
C5 -0.888 -2.984 -1.389
O1 -0.947 -3.553 -2.451
N2 0.346 -2.561 -0.915
C6 0.626 -1.845 0.210
N3 0.033 -1.945 1.335
C7 0.533 -1.074 2.260
C8 0.095 -0.937 3.573
C9 0.700 -0.002 4.382
C10 1.741 0.811 3.923
C11 2.372 1.807 4.847
C12 2.189 0.678 2.618
C13 1.586 -0.257 1.799
S2 1.929 -0.626 0.131
N4 -1.352 -0.806 -1.972
C14 -0.717 -0.004 -2.841
C15 -0.624 1.346 -2.649
C16 -1.274 1.994 -1.543
O2 -1.300 3.177 -1.289
S3 0.336 2.163 -3.855
C17 0.976 0.534 -4.483
C18 2.335 0.265 -3.856
C19 -0.064 -0.512 -4.086
H1 -0.862 2.349 1.423
H2 -2.258 2.175 2.489
H3 -1.372 0.741 1.964
H4 -2.974 2.623 0.158
H5 -3.503 0.992 0.670
H6 -2.909 -3.412 -0.946
H7 -1.802 -3.541 0.458
H8 1.068 -2.570 -1.626
H9 -0.712 -1.558 3.927
H10 0.364 0.113 5.402
H11 3.003 2.503 4.300
H12 2.987 1.293 5.586
H13 1.609 2.368 5.382
H14 2.991 1.296 2.243
H15 1.068 0.634 -5.564
H16 3.027 1.070 -4.090
H17 2.245 0.193 -2.773
H18 2.746 -0.668 -4.238
H19 -0.834 -0.616 -4.856
H20 0.380 -1.496 -3.934


No. 4
The following is a DFT calculation (wB97M-V/def2-TZVPD) of a 2-piece molecular cluster, C19H20NO2 overall in a non-equilibrium geometry.

The energy relative to the best compared isomer or geometry (same formula, charge and spin) comes out at 8.14 kcal per mole. The charge is +1. As for the spin multiplicity: 1. For the strongest force on any atom, the calculation gives 4.11 eV Å⁻¹. As for the molecular weight: 294.37 g/mol. The LUMO energy is -5.1 eV. The energy is -940.9760 a.u.

Geometry (Å):
C1 5.139 -2.524 -2.312
O1 4.562 -1.239 -2.315
C2 3.162 -1.222 -2.294
C3 2.531 0.033 -2.269
C4 1.166 0.149 -2.246
C5 0.353 -1.011 -2.252
C6 -1.043 -0.981 -2.240
O2 -1.785 -2.126 -2.276
C7 -3.175 -1.894 -2.260
C8 0.993 -2.268 -2.280
C9 2.356 -2.369 -2.298
H1 6.226 -2.428 -2.312
H2 4.837 -3.064 -1.414
H3 4.837 -3.068 -3.208
H4 3.156 0.908 -2.273
H5 0.700 1.119 -2.223
H6 -1.570 -0.041 -2.203
H7 -3.694 -2.856 -2.257
H8 -3.439 -1.331 -1.364
H9 -3.457 -1.332 -3.151
H10 0.369 -3.145 -2.288
H11 2.807 -3.342 -2.319
C10 -2.157 3.905 3.524
C11 -1.879 2.902 2.455
C12 -2.280 3.165 1.179
C13 -2.035 2.254 0.156
N1 -1.423 1.116 0.304
C14 -1.004 0.815 1.561
C15 -1.207 1.671 2.672
C16 -0.728 1.263 3.938
C17 -0.083 0.074 4.092
C18 0.116 -0.770 2.994
C19 -0.334 -0.410 1.760
H12 -1.795 3.601 4.504
H13 -1.685 4.859 3.291
H14 -3.228 4.082 3.620
H15 -2.789 4.090 0.969
H16 -2.370 2.481 -0.845
H17 -0.872 1.901 4.790
H18 0.280 -0.216 5.066
H19 0.631 -1.707 3.124
H20 -0.190 -1.047 0.903


No. 5
The following is a DFT calculation (wB97M-V/def2-TZVPD) of a 3-piece molecular cluster, C19H21BClF16N2O5 overall in a non-equilibrium geometry.

The charge is +1. As for the spin multiplicity: 1. For the strongest force on any atom, the calculation gives 1.72 eV Å⁻¹. As for the molecular weight: 707.62 g/mol. The LUMO energy is -5.1 eV. The energy is -3305.0463 a.u.

Geometry (Å):
N1 -0.405 4.531 6.094
B1 -1.179 3.334 6.440
O1 -1.682 3.102 7.682
N2 -1.377 2.279 5.325
C1 -1.659 2.663 4.080
C2 -1.798 1.732 3.081
C3 -1.643 0.396 3.430
C4 -1.744 -0.705 2.361
O2 -2.781 -1.292 2.175
O3 -0.635 -0.944 1.622
C5 0.603 -0.613 2.296
C6 1.837 -1.224 1.570
C7 2.916 -1.638 2.621
Cl1 3.374 -3.348 2.293
C8 -1.374 0.010 4.745
C9 -1.252 0.993 5.684
H1 -0.970 5.076 5.436
H2 0.421 4.282 5.547
H3 -0.948 2.767 8.224
H4 -1.754 3.705 3.790
H5 -2.008 2.016 2.053
H6 0.587 -1.065 3.298
H7 0.789 0.470 2.347
H8 2.302 -0.406 1.007
H9 1.570 -2.038 0.896
H10 3.788 -0.980 2.579
H11 2.536 -1.609 3.649
H12 -1.263 -1.049 4.963
H13 -1.049 0.708 6.712
C10 -3.865 0.868 -3.100
C11 -2.543 0.946 -3.890
C12 -2.239 -0.194 -4.867
F1 -2.160 -1.392 -4.264
F2 -1.037 0.027 -5.457
F3 -1.517 1.120 -3.020
F4 -2.606 2.084 -4.634
O4 -3.844 0.365 -1.762
C13 -3.882 -1.006 -1.522
C14 -2.592 -1.529 -0.883
F5 -1.507 -1.244 -1.631
F6 -2.641 -2.872 -0.756
F7 -4.215 -1.663 -2.647
F8 -4.889 -1.211 -0.649
H14 -4.180 1.904 -2.973
H15 -4.657 0.402 -3.686
H16 -3.000 -0.240 -5.650
H17 -2.447 -1.092 0.101
C15 1.816 -1.116 -3.409
C16 2.323 -0.550 -2.068
C17 3.052 0.795 -2.106
F9 4.160 0.770 -2.858
F10 3.442 1.132 -0.843
F11 3.074 -1.489 -1.449
F12 1.220 -0.365 -1.281
O5 2.609 -2.097 -4.074
C18 3.667 -1.709 -4.885
C19 5.027 -2.137 -4.324
F13 5.226 -1.662 -3.079
F14 6.018 -1.652 -5.105
F15 3.602 -0.388 -5.139
F16 3.488 -2.331 -6.067
H18 0.900 -1.653 -3.163
H19 1.505 -0.326 -4.089
H20 2.388 1.579 -2.479
H21 5.102 -3.226 -4.292


No. 6
The following is a DFT calculation (wB97M-V/def2-TZVPD) of C19H21Br4NO2S5Tl as an isolated structure.

The energy relative to the best compared isomer or geometry (same formula, charge and spin) comes out at 17.94 kcal per mole. The charge is +1. As for the spin multiplicity: 1. For the strongest force on any atom, the calculation gives 0.50 eV Å⁻¹. As for the molecular weight: 979.72 g/mol. The LUMO energy is -3.8 eV. The energy is -13401.0954 a.u.

Geometry (Å):
Tl1 -0.447 -1.373 0.472
C1 -1.614 2.300 -1.279
C2 -2.623 1.445 -2.036
S1 -1.900 -0.168 -2.489
C3 -3.360 -1.251 -2.672
C4 -4.332 -1.362 -1.480
S2 -3.551 -0.790 0.058
C5 -4.374 -1.628 1.435
C6 -4.002 -0.831 2.686
S3 -2.197 -0.551 2.877
C7 -2.046 1.266 2.795
C8 -2.260 1.953 1.453
S4 -0.905 1.631 0.267
H1 -2.063 3.265 -1.039
H2 -0.738 2.481 -1.905
H3 -2.918 1.958 -2.952
H4 -3.511 1.268 -1.433
H5 -2.904 -2.219 -2.882
H6 -3.900 -0.933 -3.562
H7 -4.654 -2.393 -1.344
H8 -5.209 -0.744 -1.654
H9 -4.031 -2.660 1.497
H10 -5.453 -1.608 1.286
H11 -4.320 -1.371 3.576
H12 -4.481 0.147 2.675
H13 -1.034 1.435 3.161
H14 -2.754 1.673 3.518
H15 -2.277 3.033 1.613
H16 -3.194 1.648 0.985
Br1 6.584 0.088 3.572
C9 4.748 0.083 3.148
C10 3.777 0.364 4.125
Br2 4.317 0.780 5.878
C11 2.434 0.334 3.806
Br3 1.098 0.734 5.070
C12 1.952 0.037 2.495
O1 0.699 0.018 2.231
C13 2.967 -0.218 1.538
O2 2.538 -0.470 0.220
C14 4.321 -0.189 1.863
Br4 5.582 -0.575 0.502
S5 2.574 0.857 -0.794
C15 3.313 0.078 -2.143
N1 3.448 -1.255 -2.146
C16 3.981 -1.938 -3.183
C17 4.398 -1.271 -4.294
C18 4.274 0.126 -4.327
C19 3.731 0.801 -3.259
H17 3.185 -1.735 -1.289
H18 4.051 -3.010 -3.072
H19 4.825 -1.814 -5.123
H20 4.616 0.674 -5.195
H21 3.637 1.879 -3.251